<w>
The following is a DFT calculation (ωB97M-V/def2-TZVPD) of a 11-piece molecular cluster, C22H66O22 overall.

ORCA input file:
```
! RIJCOSX wB97M-V def2-TZVPD def2/J DEFGRID3
* xyz 0 1
O -31.066 -21.140 3.346
O -34.822 -21.827 5.196
O -40.139 -18.367 2.066
O -38.199 -25.956 -1.233
O -38.508 -18.251 5.938
O -36.898 -20.113 4.250
O -40.505 -22.737 2.123
O -35.811 -17.724 0.786
O -40.928 -21.224 -4.057
O -33.918 -16.525 4.395
O -38.309 -21.192 -1.553
O -35.786 -23.344 -0.596
O -38.233 -18.174 -1.809
O -41.093 -22.000 8.062
O -39.949 -23.329 4.861
O -37.291 -18.463 8.197
O -36.865 -22.948 7.945
O -37.915 -21.996 1.375
O -42.680 -24.460 -0.228
O -32.790 -19.986 5.028
O -41.559 -17.998 -1.208
O -32.635 -21.739 0.185
C -41.728 -23.213 1.546
C -40.672 -22.100 6.556
C -37.024 -17.346 7.349
C -41.541 -24.514 0.733
C -38.281 -17.024 6.473
C -41.046 -17.571 0.024
C -37.749 -24.789 -0.780
C -32.301 -21.888 1.577
C -40.633 -18.811 0.797
C -36.200 -24.666 -0.587
C -33.041 -17.658 4.455
C -37.123 -21.619 2.406
C -37.856 -20.498 3.182
C -36.917 -17.823 -1.231
C -31.441 -20.776 2.022
C -37.089 -18.063 0.303
C -40.195 -23.443 6.228
C -39.592 -20.932 -3.535
C -36.620 -22.174 6.811
C -39.676 -21.544 -2.195
C -33.685 -18.974 4.823
C -35.121 -22.035 6.559
H -40.652 -22.864 3.044
H -35.201 -18.358 0.556
H -41.477 -21.838 5.752
H -36.983 -22.926 5.933
H -36.146 -21.348 2.118
H -30.587 -20.823 1.287
H -31.771 -22.859 1.695
H -36.985 -23.789 7.677
H -36.806 -16.705 -1.586
H -39.462 -19.890 -3.512
H -35.634 -21.407 4.761
H -37.632 -26.456 -1.617
H -39.477 -22.545 -2.250
H -39.854 -19.422 0.452
H -38.757 -20.904 3.663
H -38.879 -21.352 -4.229
H -40.779 -18.858 2.742
H -31.856 -19.846 1.875
H -38.016 -17.763 0.742
H -41.428 -25.485 1.475
H -41.593 -20.837 -3.652
H -42.631 -25.000 -0.987
H -37.204 -19.235 0.320
H -42.173 -23.595 2.345
H -34.506 -22.894 7.036
H -34.155 -18.767 5.747
H -32.635 -18.043 3.421
H -37.878 -24.134 -1.533
H -36.777 -16.507 7.915
H -41.498 -19.447 0.808
H -33.222 -21.834 2.150
H -41.792 -17.008 0.641
H -38.080 -24.369 -0.096
H -39.958 -21.256 6.512
H -39.198 -16.622 6.870
H -34.385 -19.213 4.075
H -35.262 -23.148 0.269
H -38.433 -19.178 -1.657
H -31.964 -21.965 -0.304
H -33.163 -20.941 5.266
H -40.963 -24.299 6.405
H -37.225 -21.217 6.766
H -36.822 -22.410 2.974
H -36.043 -17.660 6.768
H -37.419 -19.570 4.820
H -40.292 -17.106 -0.450
H -38.100 -16.238 5.837
H -40.843 -24.680 0.107
H -35.797 -25.383 0.236
H -38.093 -19.705 2.673
H -34.738 -21.143 7.081
H -36.091 -18.371 -1.663
H -31.494 -20.597 4.132
H -38.252 -18.933 6.494
H -38.799 -22.571 1.636
H -34.760 -16.809 3.857
H -42.020 -22.302 1.032
H -39.312 -24.075 4.716
H -35.798 -25.118 -1.427
H -40.328 -22.003 8.714
H -40.908 -18.268 -1.737
H -32.153 -17.391 5.159
H -38.138 -21.653 -0.809
H -39.349 -23.710 6.965
H -37.646 -18.029 8.981
H -40.414 -21.389 -1.311
*
```

The gap between HOMO and LUMO is 9.130 eV. The SMILES is OCCO.OCCO.OCCO.OCCO.OCCO.OCCO.OCCO.OCCO.OCCO.OCCO.OCCO. As for the HOMO energy: -9.436 eV.

<x>
The following is a DFT calculation (ωB97M-V/def2-TZVPD) of a 11-piece molecular cluster, C22H66O22 overall.

ORCA input file:
```
! RIJCOSX wB97M-V def2-TZVPD def2/J DEFGRID3
* xyz 0 1
O 2.491 -2.636 -2.041
O -2.197 1.440 5.461
O 5.208 3.471 1.245
O -3.583 -1.912 -1.200
O -1.489 0.202 -1.016
O 3.762 -2.085 2.667
O -1.794 -0.793 -5.225
O -1.585 -3.030 -3.574
O 4.471 0.752 2.024
O 0.841 2.948 -1.900
O 1.186 -3.002 3.227
O -1.353 0.739 2.811
O -1.611 3.679 0.105
O 0.306 0.490 -3.591
O 2.422 2.862 1.320
O -2.887 3.468 2.568
O -3.475 1.709 -0.197
O 0.510 -4.064 -0.096
O 3.978 -0.982 0.007
O -1.863 -4.591 -1.519
O 1.633 0.684 -0.277
O -6.430 -0.158 -1.022
C 0.584 -3.070 2.008
C 4.344 3.739 0.162
C 2.923 3.967 0.629
C 4.572 -1.869 -0.927
C 0.892 -4.375 1.232
C -0.612 -1.622 -5.316
C 3.778 -0.955 3.544
C 0.850 2.866 -3.305
C -3.197 -4.276 -1.102
C 4.883 -0.082 3.074
C -4.576 1.501 -1.091
C -2.375 4.796 0.569
C -2.996 0.613 4.570
C -2.374 4.704 2.119
C 3.713 -3.007 -1.367
C -0.427 -2.329 -3.940
C -5.395 0.449 -0.318
C -0.628 -0.413 -0.081
C 1.250 1.546 -3.811
C -3.299 -3.022 -0.312
C 0.454 0.578 0.494
C -2.172 -0.153 3.545
H 5.741 -0.739 2.789
H 0.282 -1.093 -5.659
H -0.221 -4.661 -0.371
H 0.753 -2.145 1.358
H -0.104 0.521 -2.708
H 1.365 1.657 -4.880
H 0.405 -2.984 -4.084
H 4.230 -3.606 -2.109
H 2.790 2.845 2.213
H -3.058 2.603 -0.233
H -4.734 -0.263 0.096
H 1.570 3.635 -3.604
H 0.693 0.193 1.541
H 2.122 -2.906 3.019
H 2.811 4.913 1.212
H 4.284 2.798 -0.470
H 4.277 0.287 1.202
H 2.210 1.268 -3.425
H -3.692 -5.100 -0.641
H -3.425 4.778 0.273
H 3.127 -0.627 -0.393
H -1.570 -0.838 4.075
H -3.586 -0.185 5.111
H -2.393 -2.600 -3.773
H -3.101 5.430 2.510
H 5.482 -2.310 -0.614
H -2.146 0.826 -0.539
H 4.840 -1.239 -1.803
H -4.243 1.086 -2.056
H -0.260 -1.328 -0.577
H 2.180 1.269 0.414
H -0.943 -2.399 -6.078
H -1.384 4.874 2.561
H -2.449 -2.873 0.359
H 3.471 -3.577 -0.421
H 1.350 2.238 -1.468
H -1.773 -4.103 -2.358
H 5.207 2.532 1.447
H 2.265 4.049 -0.232
H 3.977 -1.267 4.524
H -0.061 3.299 -3.654
H -3.787 -4.152 -2.012
H 2.861 -0.381 3.411
H -2.872 -0.627 2.877
H -0.482 1.017 3.126
H 5.181 0.613 3.867
H -5.110 2.480 -1.284
H -0.161 -1.621 -3.179
H -2.802 -1.386 -1.317
H 3.731 -1.900 1.711
H -5.948 0.995 0.431
H -2.098 2.254 5.050
H -0.490 -3.034 2.106
H 0.037 1.607 0.648
H 2.004 -4.493 1.181
H -1.427 0.038 -4.806
H -3.700 1.275 4.089
H 0.361 -5.156 1.728
H -4.191 -3.094 0.325
H -1.202 -0.639 0.837
H -1.128 3.778 -0.744
H -1.989 5.739 0.240
H -2.230 2.728 2.439
H -6.046 -0.897 -1.497
H 1.702 -2.696 -1.467
H 4.765 4.519 -0.468
*
```

The gap between HOMO and LUMO is 9.801 eV. The SMILES is OCCO.OCCO.OCCO.OCCO.OCCO.OCCO.OCCO.OCCO.OCCO.OCCO.OCCO. As for the HOMO energy: -9.568 eV.

Stability check: which of them is most stable? <x>.

<w>
The following is a DFT calculation (ωB97M-V/def2-TZVPD) of CH7N6 as an isolated structure.

ORCA input file:
```
! RIJCOSX wB97M-V def2-TZVPD def2/J DEFGRID3
* xyz 1 1
N 2.441 0.214 0.458
N -0.022 0.759 -0.097
N -2.147 -1.976 0.280
N -2.258 1.686 -0.034
N -1.208 -2.098 -0.323
N -0.183 -1.937 -0.945
C -1.123 1.147 -0.090
H 2.476 0.056 1.448
H 0.269 -2.713 -1.446
H 3.046 -0.498 0.021
H -2.374 2.390 0.780
H -3.113 1.469 -0.574
H 3.010 1.037 0.320
H 1.185 0.462 0.202
*
```

The gap between HOMO and LUMO is 10.255 eV. As for the HOMO energy: -13.364 eV.

<x>
The following is a DFT calculation (ωB97M-V/def2-TZVPD) of CH7N6 as an isolated structure.

ORCA input file:
```
! RIJCOSX wB97M-V def2-TZVPD def2/J DEFGRID3
* xyz 1 1
N -2.028 -0.401 -0.797
N -1.996 0.878 0.621
N -1.085 -0.128 0.197
N 0.608 -1.676 0.122
N -2.769 0.579 -0.390
N 1.585 1.035 -0.512
C -0.064 -0.710 0.695
H 2.207 0.178 -0.756
H 1.033 1.219 -1.416
H 1.427 -2.063 0.508
H 2.053 1.807 -0.088
H 0.208 -2.257 -0.680
H 0.453 -0.299 1.620
H -1.633 1.838 0.877
*
```

The gap between HOMO and LUMO is 9.511 eV. As for the HOMO energy: -14.263 eV.

Stability check: which of them is most stable? <w>.

<w>
The following is a DFT calculation (ωB97M-V/def2-TZVPD) of an isolated ion of composition H2NOS and charge -1.

ORCA input file:
```
! RIJCOSX wB97M-V def2-TZVPD def2/J DEFGRID3
* xyz -1 1
S -1.023 0.437 -0.132
O 1.804 0.626 -0.036
N 0.820 -0.232 -0.127
H 0.950 -0.848 -1.062
H -1.060 -0.040 1.038
*
```

The gap between HOMO and LUMO (alpha / beta) is 5.871 / 5.873 eV. The SMILES is [O-]NS. As for the HOMO energy (alpha / beta): -1.584 / -1.586 eV.

<x>
The following is a DFT calculation (ωB97M-V/def2-TZVPD) of an isolated ion of composition H2NOS and charge -1.

ORCA input file:
```
! RIJCOSX wB97M-V def2-TZVPD def2/J DEFGRID3
* xyz -1 1
S -0.059 0.311 -1.271
O -0.332 -0.741 1.290
N 0.312 0.210 0.724
H -0.265 1.171 0.736
H 0.343 -0.951 -1.478
*
```

The gap between HOMO and LUMO (alpha / beta) is 6.609 / 6.611 eV. The SMILES is [O-]NS. As for the HOMO energy (alpha / beta): -2.248 / -2.250 eV.

Stability check: which of them is most stable? <x>.

<w>
The following is a DFT calculation (ωB97M-V/def2-TZVPD) of a 3-piece molecular cluster, C4H14NO2S overall.

ORCA input file:
```
! RIJCOSX wB97M-V def2-TZVPD def2/J DEFGRID3
* xyz -1 1
S 1.982 1.727 0.461
O -2.321 2.060 1.862
O -0.075 1.126 2.570
N -0.617 -1.296 -0.385
C 1.725 -1.429 -0.909
C -1.125 -1.007 -1.756
C 0.595 0.872 -0.287
C 0.700 -0.683 0.021
H 1.440 -1.262 -1.939
H -0.796 -1.627 -2.626
H -2.157 -1.184 -1.833
H 0.612 0.988 -1.377
H 0.233 0.331 2.509
H -1.458 1.658 2.203
H 0.897 -1.185 1.058
H 0.634 1.710 2.162
H 1.725 -2.580 -0.632
H -0.274 1.169 0.377
H -1.028 0.084 -2.036
H -2.055 2.446 0.975
H 2.648 -1.032 -0.602
H -1.286 -0.886 0.185
*
```

The gap between HOMO and LUMO is 6.759 eV. As for the HOMO energy: -3.093 eV.

<x>
The following is a DFT calculation (ωB97M-V/def2-TZVPD) of a 3-piece molecular cluster, C4H14NO2S overall.

ORCA input file:
```
! RIJCOSX wB97M-V def2-TZVPD def2/J DEFGRID3
* xyz -1 1
S -0.801 -1.764 -1.514
O 1.287 -0.675 2.904
O -1.331 -1.918 1.843
N 1.047 1.874 -0.980
C 1.543 2.738 0.086
C 0.259 0.694 -0.497
C -0.128 -0.091 -1.757
C -0.915 1.073 0.410
H 1.011 0.107 0.052
H -1.220 -2.843 1.573
H -1.861 0.841 -0.065
H 1.234 3.802 -0.017
H -1.771 -1.623 1.022
H 0.316 -0.568 2.760
H 1.072 2.553 1.052
H 0.473 2.347 -1.667
H -0.806 0.599 1.375
H -0.971 2.145 0.554
H -0.954 0.427 -2.230
H 2.630 2.679 -0.002
H 0.759 -0.168 -2.375
H 1.515 -1.170 2.116
*
```

The gap between HOMO and LUMO is 6.391 eV. As for the HOMO energy: -2.754 eV.

Stability check: which of them is most stable? <x>.